No. 1
The following is a quantum chemistry calculation of C4H6N2 in the gas phase, from OMol25.

Its HOMO energy is -0.272 hartree. The value obtained for the energy above the lowest of the compared OMol25 structures with the same formula, charge and spin is 4.862 eV. The frontier orbital gap is 8.0035 eV. The value obtained for the strongest force on any atom is 0.36 eV Å⁻¹.

Element x y z (Å)
C (-1.78, -0.17, -0.13)
C (-0.37, -0.14, -0.33)
C (0.73, -0.94, -0.44)
C (1.81, -0.24, 0.21)
N (1.52, 0.91, 0.72)
N (0.12, 1.05, 0.41)
H (-2.34, 0.67, -0.57)
H (-2.28, -1.12, -0.25)
H (-0.90, 0.67, 0.99)
H (0.76, -1.94, -0.84)
H (2.84, -0.59, 0.29)
H (-0.04, 1.95, -0.05)

---

No. 2
The following is a quantum chemistry calculation of C28H34Cl5GeN7OTi as an isolated structure in a non-equilibrium geometry, from OMol25.

Its HOMO energy (spin up / spin down) is -0.500 / -0.500 hartree. The value obtained for the energy above the lowest of the compared OMol25 structures with the same formula, charge and spin is 1.326 eV. As for the total charge: +2. The frontier orbital gap (spin up / spin down) is 6.4129 / 6.4119 eV. The value obtained for the strongest force on any atom is 2.50 eV Å⁻¹.

Element x y z (Å)
Ti (-1.22, -0.21, -0.56)
N (1.68, -1.61, -3.55)
C (1.02, -1.53, -2.42)
N (0.29, -0.49, -2.06)
C (0.17, 0.57, -2.97)
N (-0.51, 1.64, -2.66)
N (-1.06, 1.54, -1.40)
C (-1.68, 2.51, -0.87)
C (-2.16, 2.29, 0.50)
C (-2.86, 3.22, 1.21)
C (-3.26, 2.92, 2.52)
C (-2.93, 1.69, 3.04)
C (-2.21, 0.79, 2.25)
N (-1.83, 1.08, 1.01)
C (0.83, 0.50, -4.26)
C (0.73, 1.52, -5.22)
C (1.40, 1.39, -6.41)
C (2.18, 0.26, -6.67)
C (2.29, -0.75, -5.74)
C (1.60, -0.62, -4.54)
H (2.20, -2.46, -3.74)
H (1.14, -2.35, -1.73)
H (-1.81, 3.44, -1.41)
H (-3.09, 4.18, 0.76)
H (-3.81, 3.64, 3.11)
H (-3.20, 1.42, 4.04)
H (-1.91, -0.18, 2.63)
H (0.12, 2.39, -5.00)
H (1.33, 2.18, -7.15)
H (2.71, 0.17, -7.61)
H (2.89, -1.63, -5.94)
Cl (-6.66, -3.37, 2.66)
C (-5.61, -2.47, 1.65)
C (-4.26, -2.78, 1.60)
Cl (-3.59, -4.04, 2.54)
C (-3.44, -2.03, 0.77)
Cl (-1.70, -2.34, 0.68)
C (-3.90, -0.99, -0.01)
O (-3.04, -0.30, -0.78)
C (-5.26, -0.68, 0.05)
Cl (-5.82, 0.64, -0.90)
C (-6.11, -1.42, 0.87)
Cl (-7.77, -1.02, 0.92)
N (-1.18, -3.14, -2.96)
N (-2.03, -2.07, -2.52)
H (-1.55, -3.59, -3.78)
H (-1.17, -3.84, -2.22)
H (-2.96, -2.41, -2.31)
H (-2.14, -1.43, -3.30)
C (4.10, -2.42, 3.96)
C (2.93, -2.12, 3.02)
C (3.40, -1.61, 1.66)
C (2.29, -1.48, 0.61)
Ge (0.87, -0.19, 1.04)
C (1.53, 1.66, 1.10)
C (2.30, 1.94, 2.40)
C (2.76, 3.39, 2.51)
C (3.65, 3.64, 3.73)
H (3.75, -2.81, 4.92)
H (4.69, -1.53, 4.15)
H (4.76, -3.18, 3.52)
H (2.28, -1.37, 3.49)
H (2.32, -3.02, 2.88)
H (4.15, -2.30, 1.27)
H (3.91, -0.65, 1.79)
H (1.82, -2.46, 0.46)
H (2.72, -1.17, -0.34)
H (0.39, -0.50, 2.48)
H (0.68, 2.34, 1.02)
H (2.16, 1.83, 0.22)
H (3.18, 1.29, 2.46)
H (1.67, 1.70, 3.26)
H (1.88, 4.04, 2.57)
H (3.30, 3.67, 1.60)
H (3.14, 3.37, 4.65)
H (3.95, 4.69, 3.80)
H (4.57, 3.04, 3.66)

---

No. 3
The following is a quantum chemistry calculation of C12H19N2 as an isolated structure in a non-equilibrium geometry, from OMol25.

Its HOMO energy is -0.421 hartree. The value obtained for the energy above the lowest of the compared OMol25 structures with the same formula, charge and spin is 7.801 eV. As for the total charge: +1. The frontier orbital gap is 6.2067 eV. The value obtained for the strongest force on any atom is 4.39 eV Å⁻¹.

Element x y z (Å)
C (1.81, -3.07, 0.47)
C (1.42, -2.94, -1.02)
C (0.83, -2.55, 1.28)
C (-1.02, -2.96, -0.33)
C (0.12, -2.95, -1.02)
C (-0.28, -1.93, 0.56)
C (-0.29, 0.52, -1.85)
C (-2.42, -0.10, -0.69)
C (1.36, 2.65, -0.22)
C (0.60, 2.27, 2.19)
C (-0.91, 1.71, 0.22)
C (-0.99, 0.37, -0.47)
N (-0.22, -0.63, 0.27)
N (0.39, 2.08, 0.75)
H (2.70, -3.53, 0.83)
H (2.01, -2.61, -1.83)
H (0.72, -2.72, 2.37)
H (-1.64, -3.80, -0.33)
H (-0.48, -0.46, -2.37)
H (-0.74, 1.31, -2.31)
H (0.76, 0.62, -1.89)
H (-2.83, -0.09, 0.31)
H (-3.11, 0.49, -1.22)
H (-2.35, -1.09, -1.14)
H (2.40, 2.18, 0.07)
H (0.91, 2.44, -1.19)
H (1.56, 3.73, -0.10)
H (0.85, 3.31, 2.33)
H (-0.35, 2.00, 2.73)
H (1.42, 1.61, 2.52)
H (-1.74, 1.81, 1.02)
H (-1.11, 2.47, -0.45)
H (0.60, -0.13, 0.53)

---

No. 4
The following is a quantum chemistry calculation of C10H13O3P in the gas phase in a non-equilibrium geometry, from OMol25.

Its HOMO energy is -0.322 hartree. As for the structure (SMILES): CCOC(=O)C1=PO[C@@H]2C=CC[C@@H]2C1. The value obtained for the energy above the lowest of the compared OMol25 structures with the same formula, charge and spin is 0.696 eV. The frontier orbital gap is 8.7115 eV. The value obtained for the strongest force on any atom is 5.09 eV Å⁻¹.

Element x y z (Å)
C (1.56, 0.49, -2.37)
C (1.38, 1.89, -1.85)
C (-0.76, -1.09, 0.85)
C (-0.80, 1.18, -2.22)
C (-0.20, -1.12, -1.64)
C (0.03, 0.03, -2.63)
C (0.13, 2.10, -1.53)
C (0.08, -0.64, -0.26)
C (-0.03, -0.42, 4.35)
C (-0.94, -0.86, 3.25)
O (-1.80, -1.74, 0.71)
O (2.25, -0.23, -1.39)
O (-0.22, -0.63, 2.01)
P (1.63, -0.21, 0.07)
H (2.00, 0.48, -3.37)
H (2.22, 2.25, -1.49)
H (-1.24, 1.66, -3.09)
H (-1.64, 0.93, -1.48)
H (-1.18, -1.66, -1.80)
H (0.43, -1.97, -1.88)
H (-0.22, -0.10, -3.71)
H (-0.22, 2.99, -1.18)
H (0.81, -1.18, 4.70)
H (0.42, 0.49, 4.07)
H (-0.60, -0.23, 5.33)
H (-1.99, -0.48, 3.04)
H (-1.10, -1.92, 3.50)

---

No. 5
The following is a quantum chemistry calculation of a 2-piece molecular cluster, C16H34NOSi overall in a non-equilibrium geometry, from OMol25.

Its HOMO energy is -0.343 hartree. As for the total charge: +1. The frontier orbital gap is 3.8880 eV. The value obtained for the strongest force on any atom is 5.96 eV Å⁻¹.

Element x y z (Å)
Si (-1.46, 0.17, -5.00)
C (-0.44, -1.32, -4.35)
C (0.12, -1.08, -2.85)
C (-0.39, -2.32, -1.94)
C (-1.66, -1.88, -0.99)
C (-1.02, -1.43, 0.41)
C (-2.08, -1.07, 1.56)
C (-1.48, 0.05, 2.57)
C (-0.24, -0.47, 3.45)
C (1.18, -0.44, 2.70)
C (2.41, 0.11, 3.58)
C (2.77, 1.66, 3.27)
C (3.23, 1.87, 1.74)
N (2.46, 2.92, 1.01)
C (1.02, 3.05, 1.01)
C (0.57, 4.24, 0.12)
C (1.94, 4.81, -0.39)
C (3.10, 3.97, 0.21)
H (-1.73, 1.10, -3.90)
H (-2.69, -0.39, -5.61)
H (-0.71, 0.85, -6.06)
H (-1.14, -2.24, -4.34)
H (0.46, -1.56, -5.01)
H (1.27, -1.12, -2.89)
H (-0.15, -0.05, -2.40)
H (-0.58, -3.29, -2.51)
H (0.47, -2.55, -1.21)
H (-2.13, -0.95, -1.46)
H (-2.36, -2.78, -0.93)
H (-0.33, -2.26, 0.84)
H (-0.40, -0.47, 0.19)
H (-2.42, -1.96, 2.19)
H (-3.05, -0.60, 1.13)
H (-2.34, 0.28, 3.32)
H (-1.28, 0.97, 1.94)
H (-0.46, -1.55, 3.74)
H (-0.20, 0.17, 4.41)
H (1.43, -1.55, 2.44)
H (1.06, 0.08, 1.68)
H (2.12, -0.03, 4.69)
H (3.32, -0.59, 3.41)
H (3.68, 1.90, 3.93)
H (1.87, 2.28, 3.59)
H (3.03, 0.87, 1.18)
H (4.34, 2.08, 1.61)
H (0.37, 2.34, 1.60)
H (-0.49, 4.56, -0.10)
H (2.05, 5.70, -1.09)
H (4.23, 4.07, 0.11)
O (-4.19, -3.99, -2.48)
H (-4.05, -4.94, -2.67)
H (-5.12, -3.80, -2.20)
H (-3.93, -3.42, -3.24)